# 1
19
Properties=species:S:1:pos:R:3:forces:R:3 method="wB97M-V/def2-TZVPD" total_charge=0 max_force_ev_per_a=1.85 homo_energy_ev=-8.989 gap_ev=9.577 e_tot_ha=-348.10171 spin_multiplicity=1 smiles="C=CCC=C.O.O" relative_energy_kj_mol=270.70
C 0.840 0.992 -1.196 -0.246 -0.541 -1.166
C -0.409 1.369 -1.512 0.349 0.045 0.705
C 1.102 0.048 -0.053 -0.559 1.435 1.033
C 0.759 -1.390 -0.385 1.068 -0.232 -0.044
C 1.183 -2.026 -1.475 -0.295 0.512 -0.004
H 1.664 1.133 -1.907 -0.424 -0.568 -0.173
H -0.822 1.416 -2.513 0.471 1.075 -0.080
H -1.077 1.579 -0.679 -0.442 -0.890 -0.157
H 0.463 0.332 0.789 -0.063 0.148 -0.045
H 2.110 0.198 0.343 0.111 -0.546 -0.167
H 0.262 -1.924 0.424 0.195 -0.191 -0.081
H 1.111 -3.093 -1.623 -0.322 -0.011 0.010
H 1.597 -1.440 -2.296 0.221 -0.235 0.202
H -0.965 2.333 2.973 -0.078 0.699 0.100
H -1.107 0.905 2.608 0.383 0.028 -0.117
O -0.458 1.528 2.975 -0.294 -0.673 -0.121
H -1.707 -0.827 0.502 -0.140 0.227 0.101
H -2.319 -0.843 1.902 -0.153 -0.270 0.098
O -2.226 -0.292 1.123 0.222 -0.012 -0.094



# 2
19
Properties=species:S:1:pos:R:3:forces:R:3 method="wB97M-V/def2-TZVPD" total_charge=0 max_force_ev_per_a=5.53 homo_energy_ev=-8.863 gap_ev=9.170 e_tot_ha=-348.05086 spin_multiplicity=1 smiles="C=C/C=C/C.O.O" relative_energy_kj_mol=404.22
C -0.780 1.462 -2.443 3.388 0.780 1.428
C -0.661 0.773 -1.091 -2.128 2.286 3.021
C -1.172 1.559 -0.036 1.925 -2.698 -4.430
C -1.174 1.112 1.315 -0.398 -1.020 1.772
C -0.030 1.270 2.027 -1.078 1.947 -0.209
H -1.164 2.459 -2.189 -0.558 -0.497 -0.621
H 0.314 1.778 -2.794 -2.294 -1.396 -0.154
H -1.410 0.821 -3.020 -0.028 0.183 -1.308
H -0.405 -0.300 -0.848 -0.029 1.379 -0.774
H -1.475 2.581 -0.269 -0.147 -0.238 0.225
H -2.171 0.624 1.599 1.521 1.095 0.585
H -0.102 1.571 3.104 0.588 -1.422 -0.744
H 0.797 1.695 1.384 -0.732 -0.428 1.207
H 0.581 -3.959 1.230 -1.846 -1.633 -0.083
H -0.200 -4.239 2.458 -0.570 -1.050 -1.659
O -0.201 -4.564 1.499 2.405 2.692 1.728
H 2.770 -1.335 0.067 -0.168 0.127 -1.661
H 3.693 -1.936 -1.059 -3.299 2.059 0.211
O 2.789 -1.371 -0.934 3.447 -2.167 1.465



# 3
19
Properties=species:S:1:pos:R:3:forces:R:3 method="wB97M-V/def2-TZVPD" total_charge=0 max_force_ev_per_a=0.58 homo_energy_ev=-10.136 gap_ev=10.932 e_tot_ha=-348.16602 spin_multiplicity=1 smiles=CC[C@@H](O)[C@@H](C)O relative_energy_kj_mol=101.87
C -0.086 0.980 2.417 -0.032 0.021 0.068
C -0.489 -0.207 1.529 -0.018 -0.064 -0.086
C -0.267 0.237 0.076 0.018 0.165 -0.024
O 1.080 0.707 -0.017 0.246 -0.046 0.284
C -0.395 -0.698 -1.130 -0.002 0.474 -0.158
C 0.263 0.076 -2.324 -0.259 -0.271 -0.128
O 0.287 -1.898 -0.771 0.220 -0.038 -0.329
H 0.937 1.281 2.180 -0.190 -0.059 0.171
H -0.730 1.847 2.213 0.053 -0.153 0.076
H -0.148 0.754 3.485 -0.071 -0.061 -0.135
H 0.138 -1.080 1.750 -0.079 0.121 -0.084
H -1.528 -0.494 1.736 0.112 0.028 -0.242
H -0.952 1.074 -0.121 0.356 0.096 0.018
H 1.586 -0.110 -0.164 0.092 0.364 0.178
H -1.441 -0.940 -1.390 0.230 0.179 0.223
H 1.362 0.035 -2.363 -0.425 -0.321 0.232
H -0.119 -0.305 -3.269 -0.047 -0.053 -0.146
H 0.042 1.152 -2.268 -0.195 -0.411 0.013
H 0.460 -2.410 -1.569 -0.010 0.030 0.069



# 4
19
Properties=species:S:1:pos:R:3:forces:R:3 method="wB97M-V/def2-TZVPD" total_charge=0 max_force_ev_per_a=1.55 homo_energy_ev=-8.733 gap_ev=9.344 e_tot_ha=-348.12974 spin_multiplicity=1 smiles="C=CC(=C)C.O.O" relative_energy_kj_mol=197.11
C 1.008 0.815 1.057 0.607 0.263 0.063
C 0.190 0.803 -0.207 -0.313 1.379 -0.527
C 0.664 0.439 -1.403 0.436 0.499 0.645
C -2.170 1.526 -0.880 0.610 0.222 -0.228
C -1.130 1.479 -0.044 -0.695 -1.285 0.519
H 0.953 -0.130 1.600 0.052 -0.122 -0.190
H 2.059 1.047 0.865 -0.010 -0.357 -0.109
H 0.689 1.582 1.764 -0.250 0.074 -0.124
H 1.739 0.350 -1.501 -0.107 -0.772 -0.138
H 0.056 0.395 -2.296 -0.026 0.197 -0.022
H -2.049 1.272 -1.927 -0.154 -0.318 0.046
H -3.140 1.895 -0.579 0.101 0.237 0.034
H -1.274 1.837 0.972 -0.218 0.056 -0.033
H -1.216 -1.750 -0.376 0.258 -0.034 0.005
H -1.130 -1.678 1.131 -0.155 0.168 0.383
O -0.748 -2.128 0.380 -0.348 -0.233 -0.228
H 2.457 -2.652 0.937 0.567 -0.134 0.658
H 1.056 -2.551 0.384 -0.268 0.135 -0.233
O 1.985 -2.549 0.123 -0.088 0.026 -0.520



# 5
19
Properties=species:S:1:pos:R:3:forces:R:3 method="wB97M-V/def2-TZVPD" total_charge=0 max_force_ev_per_a=6.58 homo_energy_ev=-9.774 gap_ev=9.294 e_tot_ha=-347.74907 spin_multiplicity=1 relative_energy_kj_mol=1196.56
C 0.004 -1.411 -0.446 0.876 -3.984 0.356
C 0.595 -0.024 0.161 -5.175 -1.266 -2.573
C 1.850 0.486 -0.523 -3.424 1.262 -2.744
C 0.570 0.067 1.641 1.870 -0.604 1.321
C -0.627 0.814 -0.413 -0.921 -2.165 -2.137
H 0.321 -2.507 0.336 -0.965 3.380 -2.444
H -1.396 -1.484 -0.609 4.857 0.200 0.655
H 0.630 -1.593 -1.493 -2.095 0.238 2.527
H 2.622 -0.235 -0.391 0.929 -0.277 -0.339
H 2.046 1.487 -0.091 0.381 -0.570 -0.345
H 1.400 0.656 -1.696 2.141 -0.524 2.967
H 0.005 -0.937 2.093 1.421 3.231 -0.736
H 1.851 -0.116 1.663 -3.574 0.844 1.857
H 0.085 1.228 1.928 1.854 -3.703 -0.106
H -0.962 0.064 -1.487 1.550 3.882 2.065
H -0.297 1.893 -0.321 -1.091 -0.753 -0.887
H -3.864 -0.008 -0.165 3.261 4.716 -1.541
O -1.836 0.502 0.314 -0.334 1.891 -0.578
O -2.998 1.117 -0.500 -1.563 -5.798 2.682



# 6
19
Properties=species:S:1:pos:R:3:forces:R:3 method="wB97M-V/def2-TZVPD" total_charge=+1 max_force_ev_per_a=2.05 homo_energy_ev="-15.104 / -15.100" gap_ev="9.306 / 5.605" e_tot_ha=-347.80772 spin_multiplicity=2 relative_energy_kj_mol=68.49
O 1.311 2.834 0.400 0.413 -0.014 -0.319
C 0.957 1.913 -0.259 -0.488 0.147 0.666
C -0.240 1.154 0.305 -1.578 -1.293 -0.213
C -0.383 -0.274 -0.300 1.012 -0.509 0.254
C -1.700 -0.821 0.196 -1.101 0.907 0.957
C -0.177 -0.417 -1.788 -0.405 0.055 -0.019
H 1.373 1.585 -1.220 0.263 0.116 -0.264
H -0.229 1.025 1.385 0.339 0.569 0.111
H -1.138 1.739 0.053 0.357 0.336 -0.077
H 0.378 -0.851 0.221 0.241 -0.215 -0.111
H -2.078 -1.682 -0.297 0.625 -1.372 -0.429
H -2.557 -0.206 -0.005 -0.322 1.175 -0.185
H -1.738 -0.956 1.279 0.301 -0.244 -0.087
H -0.780 0.290 -2.363 0.033 -0.033 -0.079
H 0.868 -0.357 -2.080 0.227 0.161 -0.105
H -0.492 -1.428 -2.062 0.052 0.135 -0.110
H 2.046 -0.444 2.422 0.271 -0.148 0.219
H 2.713 -1.751 1.949 0.117 0.004 0.096
O 1.865 -1.353 2.166 -0.359 0.223 -0.305



# 7
20
Properties=species:S:1:pos:R:3:forces:R:3 method="wB97M-V/def2-TZVPD" total_charge=0 max_force_ev_per_a=4.57 homo_energy_ev=-7.824 gap_ev=8.355 e_tot_ha=-423.33314 spin_multiplicity=1 smiles="C/C=C/C=C/O.O.O" relative_energy_kj_mol=316.91
C 2.610 0.276 1.456 -1.264 1.016 0.729
C 1.647 -0.520 0.548 0.605 -0.655 0.633
C 0.777 -0.129 -0.405 0.658 -1.166 -0.017
C -0.233 -1.046 -0.963 -1.612 2.538 -1.083
C -1.266 -0.580 -1.747 3.315 -0.367 1.468
O -2.413 -1.126 -2.082 -2.444 -3.082 2.331
H 1.995 0.515 2.420 0.965 -0.183 -1.522
H 3.439 -0.379 1.883 -0.682 1.128 -1.129
H 2.893 1.316 1.008 -0.034 -2.043 0.863
H 1.676 -1.609 0.839 -0.487 1.103 -0.402
H 0.790 0.844 -0.861 0.128 0.612 0.137
H -0.301 -1.953 -0.460 -0.310 -1.709 0.644
H -1.184 0.335 -2.259 0.447 1.340 -0.402
H -2.713 -1.753 -1.307 0.851 1.535 -2.383
H -0.579 -1.642 2.618 -1.577 0.000 -1.794
H -1.114 -0.339 2.467 -0.855 -0.252 -1.142
O -1.263 -1.199 2.000 2.316 0.193 3.014
H -0.091 3.910 -0.558 -1.186 0.378 -2.153
H 0.542 2.609 0.105 -0.628 1.972 -0.226
O 0.356 3.592 0.179 1.795 -2.358 2.435



# 8
20
Properties=species:S:1:pos:R:3:forces:R:3 method="wB97M-V/def2-TZVPD" total_charge=0 max_force_ev_per_a=2.40 homo_energy_ev=-7.383 gap_ev=8.016 e_tot_ha=-423.17200 spin_multiplicity=1 relative_energy_kj_mol=739.97
C -0.539 0.954 -1.208 1.163 -0.291 0.295
C 0.353 -0.567 0.034 -0.728 1.931 -1.229
C -1.005 -0.830 -0.084 0.558 -1.921 1.145
C 0.311 2.141 -0.826 -0.046 0.032 -0.075
C 0.959 -0.060 1.293 -0.010 -0.023 0.013
O -0.534 -2.599 0.743 -0.509 0.248 -0.012
O -0.573 -2.475 2.195 -0.058 0.018 -0.181
O -0.361 0.496 -2.507 -0.005 -0.033 0.146
H -0.396 -3.387 2.462 -0.100 0.083 -0.094
H 0.582 0.438 -2.703 -0.058 0.040 0.018
H -1.597 1.177 -1.093 0.004 -0.233 0.184
H 1.010 -0.996 -0.714 -0.103 0.030 -0.040
H -1.685 -0.478 0.682 -0.017 0.037 -0.092
H -1.399 -1.304 -0.971 -0.027 0.119 0.007
H 0.095 2.463 0.192 0.022 -0.035 0.011
H 1.379 1.920 -0.893 -0.029 -0.008 0.002
H 0.093 2.979 -1.496 -0.011 -0.028 0.015
H 1.927 0.413 1.128 -0.033 0.015 -0.019
H 1.084 -0.922 1.957 -0.001 0.030 -0.082
H 0.295 0.635 1.809 -0.011 -0.010 -0.011



# 9
20
Properties=species:S:1:pos:R:3:forces:R:3 method="wB97M-V/def2-TZVPD" total_charge=0 max_force_ev_per_a=1.62 homo_energy_ev=-9.260 gap_ev=9.755 e_tot_ha=-423.36381 spin_multiplicity=1 smiles="C=C/C(O)=C/C.O.O" relative_energy_kj_mol=236.39
C 2.389 -0.515 0.713 0.012 -1.046 -0.222
C 0.971 -0.939 0.435 0.166 1.592 0.267
C 0.308 -0.552 -0.654 0.482 -0.583 -0.157
O 0.890 0.118 -1.707 -0.469 0.264 -0.628
C -1.067 -0.947 -1.028 -0.121 0.859 -0.497
C -2.193 -0.276 -0.821 -0.504 -0.484 0.511
H 2.999 -1.407 0.882 -0.001 0.056 0.375
H 2.868 -0.058 -0.138 0.053 0.519 -0.227
H 2.457 0.139 1.577 0.042 0.063 0.063
H 0.433 -1.282 1.302 -0.193 -0.740 -0.150
H 1.832 -0.003 -1.851 0.081 -0.179 0.522
H -1.097 -1.722 -1.782 -0.043 -0.642 0.340
H -2.321 0.679 -0.329 0.445 -0.033 0.325
H -3.131 -0.765 -1.075 0.087 0.247 -0.505
H -2.520 -0.134 2.412 -0.051 -0.022 -0.451
H -1.100 -0.244 1.728 -0.561 0.133 -0.132
O -1.577 -0.186 2.562 0.532 -0.019 0.633
H 0.313 3.279 -0.287 0.433 -0.462 0.115
H -0.122 1.953 -1.085 0.652 0.171 0.220
O -0.332 2.864 -0.855 -1.042 0.306 -0.404



# 10
21
Properties=species:S:1:pos:R:3:forces:R:3 method="wB97M-V/def2-TZVPD" total_charge=0 max_force_ev_per_a=3.81 homo_energy_ev=-9.076 gap_ev=9.816 e_tot_ha=-498.50012 spin_multiplicity=1 relative_energy_kj_mol=508.13
C -0.626 -0.591 0.196 -0.976 2.781 1.494
C 0.603 0.025 -0.353 0.446 -3.713 -0.752
C -1.765 -1.071 -0.657 0.090 0.321 0.205
C 0.523 0.878 -1.589 -0.025 -0.153 0.229
C 1.746 0.359 0.576 -0.270 0.006 -0.218
O -1.069 1.246 0.647 -0.266 -0.620 0.782
O -0.583 1.363 2.025 -0.266 0.018 -0.605
O -0.591 -1.129 1.430 0.121 0.469 -0.307
O 0.804 -1.547 -0.857 1.094 1.249 -0.340
H -1.326 1.816 2.445 0.004 -0.197 -0.013
H -0.382 -0.372 2.053 -0.145 -0.347 -0.391
H 1.207 -2.036 -0.128 0.082 0.215 -0.012
H -1.529 -1.060 -1.715 0.036 -0.040 0.043
H -2.619 -0.423 -0.463 -0.016 -0.004 0.017
H -2.021 -2.081 -0.343 0.060 -0.022 -0.041
H 0.418 1.914 -1.274 0.047 -0.028 -0.046
H -0.329 0.623 -2.212 0.007 -0.032 -0.043
H 1.439 0.750 -2.163 0.004 0.004 -0.030
H 1.625 1.376 0.938 0.034 0.040 0.044
H 2.677 0.276 0.015 -0.017 0.053 -0.026
H 1.800 -0.317 1.428 -0.044 0.000 0.010



# 11
22
Properties=species:S:1:pos:R:3:forces:R:3 method="wB97M-V/def2-TZVPD" total_charge=0 max_force_ev_per_a=2.06 homo_energy_ev=-7.644 gap_ev=7.356 e_tot_ha=-573.74614 spin_multiplicity=1 relative_energy_kj_mol=453.96
O -2.725 0.970 1.341 -0.264 -0.040 0.252
C -1.372 1.131 1.023 0.428 0.096 -0.281
C -0.698 -0.162 0.631 0.206 0.250 -0.471
O -0.345 -1.072 1.806 -0.581 -0.607 1.115
C -1.290 -0.954 -0.526 0.042 -0.200 -0.213
O -0.772 -0.452 -1.722 -0.709 0.182 0.204
C 0.714 -0.355 0.969 0.570 0.443 -0.733
C 1.616 -1.256 0.137 0.288 -0.008 -0.994
O 1.730 -0.713 -1.122 -0.518 -0.130 0.917
H -3.274 1.097 0.563 0.053 -0.009 -0.050
H -1.214 1.816 0.175 0.027 -0.179 0.174
H -0.863 1.572 1.892 -0.112 -0.076 -0.098
H -0.482 -0.658 2.677 -0.097 0.081 -0.168
H -1.068 -2.024 -0.382 -0.015 0.213 0.049
H -2.382 -0.843 -0.528 0.181 -0.019 0.032
H 0.232 -0.556 -1.655 0.759 -0.054 0.129
H 1.184 0.430 1.565 -0.108 -0.099 -0.167
H 2.585 -1.337 0.666 -0.102 0.012 0.020
H 1.176 -2.275 0.139 -0.045 -0.002 0.210
O 2.591 2.025 -2.221 0.873 -0.913 -1.296
H 2.920 1.323 -2.863 -0.821 1.209 1.448
H 1.737 2.295 -2.566 -0.055 -0.150 -0.080



# 12
19
Properties=species:S:1:pos:R:3:forces:R:3 method="wB97M-V/def2-TZVPD" total_charge=-1 max_force_ev_per_a=0.53 homo_energy_ev="0.047 / -3.550" gap_ev="3.368 / 6.963" e_tot_ha=-671.08334 spin_multiplicity=2 relative_energy_kj_mol=0.00
C 0.629 -1.122 2.336 0.042 0.087 0.111
S 2.431 -1.168 2.356 0.063 -0.116 -0.001
C 2.723 -1.364 0.579 0.048 -0.091 0.361
H 0.230 -2.095 2.049 -0.061 -0.020 -0.037
H 0.301 -0.337 1.647 0.035 -0.074 -0.066
H 0.311 -0.893 3.352 -0.051 -0.015 0.071
H 3.806 -1.374 0.460 0.015 0.080 -0.148
H 2.326 -2.323 0.243 -0.026 0.036 -0.057
H 2.240 -0.530 0.065 -0.002 0.008 -0.115
O 0.628 0.774 -0.028 -0.197 0.068 -0.166
C -0.139 0.779 -1.078 -0.213 0.203 0.079
C -1.645 0.647 -1.010 0.410 -0.224 -0.244
C -2.413 1.770 -1.725 -0.055 0.083 0.233
H 0.285 0.771 -2.093 0.136 -0.062 -0.062
H -1.939 0.592 0.040 0.032 0.058 0.081
H -1.950 -0.310 -1.479 -0.210 0.037 0.110
H -2.004 2.741 -1.434 0.016 -0.018 -0.068
H -3.480 1.771 -1.472 -0.090 -0.104 -0.021
H -2.338 1.671 -2.808 0.110 0.066 -0.062